<P>
Entry from the OMol25 dataset: the ion C3H7N4 with charge +1 (ωB97M-V/def2-TZVPD).

**Total charge**: +1
**Orbital gap (spin up / spin down)**: 0.3327 / 0.2728 Ha
**HOMO level (spin up / spin down)**: -14.5 / -13.6 eV

Last column: Mulliken charge in e.
Positions of all 14 atoms, in Å:
C: 1.05 -0.27 1.59  -0.070
C: 1.35 -1.42 0.56  0.095
C: -0.64 1.18 0.46  -0.298
N: 0.23 0.62 1.48  -0.291
N: 0.92 -1.33 -0.56  -0.492
N: -0.15 0.98 -0.83  -0.395
N: -0.88 0.12 -1.72  -0.113
H: 1.59 -0.41 2.51  0.368
H: 1.87 -2.23 1.06  0.371
H: -1.64 0.77 0.66  0.363
H: -0.65 2.25 0.69  0.273
H: -0.34 -0.78 -1.77  0.445
H: -0.85 0.58 -2.65  0.366
H: -1.87 -0.05 -1.47  0.379

***

<Q>
Entry from the OMol25 dataset: the ion C3H7N4 with charge +1 (ωB97M-V/def2-TZVPD).

**SMILES**: C[C@H]1N=NNC=[NH+]1
**Total charge**: +1
**Orbital gap**: 0.3794 Ha
**HOMO level**: -15.1 eV

Last column: Mulliken charge in e.
Positions of all 14 atoms, in Å:
C: -1.25 -1.15 -0.18  -0.097
C: 0.48 0.36 0.45  0.262
C: 1.91 0.77 -0.21  -1.047
N: -0.42 1.34 -0.01  0.019
N: -1.60 1.11 -0.13  -0.366
N: -2.09 -0.20 0.10  0.043
N: 0.04 -0.87 -0.10  -0.154
H: -1.60 -2.10 -0.43  0.425
H: 0.69 0.19 1.60  0.312
H: 1.61 1.49 -0.95  0.354
H: 2.40 -0.19 -0.50  0.325
H: 2.32 1.28 0.64  0.334
H: -3.15 -0.40 0.12  0.316
H: 0.67 -1.63 -0.39  0.275

***

<R>
Entry from the OMol25 dataset: the ion C3H7N4 with charge +1 (ωB97M-V/def2-TZVPD).

**SMILES**: C/N=C/NN=C=[NH2+]
**Total charge**: +1
**Orbital gap**: 0.3691 Ha
**HOMO level**: -13.9 eV

Last column: Mulliken charge in e.
Positions of all 14 atoms, in Å:
C: -0.89 1.12 -0.11  0.007
C: 2.00 -0.26 -0.09  0.381
C: -2.31 -0.71 0.04  -0.676
N: 1.46 0.79 -0.05  0.127
N: 0.43 1.60 -0.18  -0.170
N: -1.06 -0.07 0.11  -0.395
N: 2.85 -1.22 0.10  -0.318
H: -1.46 1.95 -0.38  0.397
H: -2.39 -1.37 -0.82  0.269
H: -2.43 -1.27 0.97  0.251
H: -3.06 0.15 0.12  0.285
H: 0.62 2.66 -0.10  0.309
H: 3.11 -1.50 1.01  0.265
H: 3.12 -1.86 -0.62  0.268

***

Which one sits at the top of the stability order? <Q> does.

***

<P>
Entry from the OMol25 dataset: a cluster of 2 separate species, C3H7N3O in total (ωB97M-V/def2-TZVPD).

**Total charge**: 0
**Orbital gap**: 0.3401 Ha
**HOMO level**: -8.4 eV

Last column: Mulliken charge in e.
Positions of all 14 atoms, in Å:
C: 1.49 1.30 2.02  0.121
C: 1.23 0.43 -0.72  -0.772
C: -1.26 -0.75 -1.06  -0.955
N: -1.47 -0.67 1.22  -1.074
N: 0.50 0.02 0.41  -0.474
N: -0.67 -0.44 0.27  1.125
O: 0.71 1.77 2.75  -0.234
H: 0.55 0.70 -1.58  0.306
H: 2.07 1.04 -0.25  0.303
H: 1.78 -0.53 -1.00  0.317
H: -1.60 0.18 -1.49  0.411
H: -0.36 -0.96 -1.67  0.346
H: -1.90 -1.53 -1.11  0.315
H: -1.06 -0.56 2.22  0.264

***

<Q>
Entry from the OMol25 dataset: a cluster of 2 separate species, C3H7N3O in total (ωB97M-V/def2-TZVPD).

**SMILES**: [H]/N=C\C.N=C=NO
**Total charge**: 0
**Orbital gap**: 0.3578 Ha
**HOMO level**: -8.8 eV

Last column: Mulliken charge in e.
Positions of all 14 atoms, in Å:
C: -1.87 0.25 -1.31  -1.066
N: 1.22 0.32 1.05  -0.375
C: -0.51 -0.17 -0.83  0.551
C: 1.09 0.06 2.23  0.460
O: 2.36 0.27 0.27  -0.358
N: 0.50 -0.35 -1.59  -0.720
N: 1.13 -0.49 3.31  -0.461
H: 1.98 0.21 -0.64  0.371
H: 0.33 -0.27 -2.59  0.180
H: 1.01 -0.16 4.25  0.268
H: -0.59 -0.71 0.16  0.229
H: -2.29 1.02 -0.66  0.293
H: -1.82 0.64 -2.33  0.344
H: -2.53 -0.61 -1.32  0.284

***

<R>
Entry from the OMol25 dataset: the molecule C3H7N3O (ωB97M-V/def2-TZVPD).

**SMILES**: C/N=C/NC(N)=O
**Total charge**: 0
**Orbital gap**: 0.3818 Ha
**HOMO level**: -9.5 eV

Last column: Mulliken charge in e.
Positions of all 14 atoms, in Å:
C: -2.36 0.17 -0.08  -0.887
C: -0.26 -0.91 0.06  0.140
C: 2.06 -0.01 -0.20  0.434
H: -2.76 1.09 -0.58  0.256
H: -2.43 0.42 0.99  0.323
H: -2.90 -0.72 -0.21  0.369
H: -0.46 -1.58 0.90  0.365
H: 1.47 -1.87 -0.20  0.235
H: 0.59 1.52 -0.09  0.242
H: 2.12 1.95 0.25  0.190
N: -0.93 0.04 -0.37  -0.539
N: 1.06 -1.01 -0.37  -0.208
N: 1.56 1.24 -0.10  -0.309
O: 3.23 -0.32 0.00  -0.612

***

<S>
Entry from the OMol25 dataset: the molecule C3H7N3O (ωB97M-V/def2-TZVPD).

**SMILES**: C=C1N[C@]1(N)ON
**Total charge**: 0
**Orbital gap**: 0.3614 Ha
**HOMO level**: -8.9 eV

Last column: Mulliken charge in e.
Positions of all 14 atoms, in Å:
C: 0.61 -0.49 0.55  0.068
C: 0.20 0.07 -0.72  1.033
N: -1.51 1.33 0.34  -0.515
N: 0.56 -0.42 -2.00  -0.584
C: 0.59 -1.30 1.58  -0.850
O: -1.16 0.55 -0.80  -0.249
N: 1.20 0.74 0.05  -0.640
H: -2.25 0.82 0.82  0.223
H: -1.92 2.19 -0.04  0.231
H: 1.56 -0.56 -2.07  0.254
H: -0.02 -1.20 -2.28  0.241
H: 0.96 1.59 0.53  0.290
H: -0.03 -2.18 1.58  0.238
H: 1.21 -1.13 2.45  0.258

***

Which one sits at the top of the stability order? <R> does.

***

<P>
Entry from the OMol25 dataset: the molecule C3H7N3O (ωB97M-V/def2-TZVPD).

**Total charge**: 0
**Orbital gap**: 0.2814 Ha
**HOMO level**: -7.2 eV

Last column: Mulliken charge in e.
Positions of all 14 atoms, in Å:
C: 2.19 -0.68 0.41  -0.957
N: 1.57 0.68 0.13  -0.159
C: 0.19 0.89 -0.44  0.438
O: -0.06 1.88 -1.08  -0.564
N: -0.63 -0.14 -0.14  -0.188
C: -1.96 -0.19 -0.55  -0.004
N: -2.68 -1.18 -0.24  -0.593
H: 2.01 -1.26 -0.50  0.258
H: 1.61 -1.10 1.24  0.239
H: 2.17 1.21 -0.50  0.350
H: 1.60 1.21 1.01  0.317
H: -0.20 -0.94 0.32  0.253
H: -2.26 0.69 -1.13  0.340
H: -3.62 -1.07 -0.61  0.270

***

<Q>
Entry from the OMol25 dataset: a cluster of 2 separate species, C3H7N3O in total (ωB97M-V/def2-TZVPD).

**Total charge**: 0
**Orbital gap (spin up / spin down)**: 0.2733 / 0.2738 Ha
**HOMO level (spin up / spin down)**: -7.4 / -7.4 eV

Last column: Mulliken charge in e.
Positions of all 14 atoms, in Å:
C: 1.38 2.20 1.11  -0.103
C: 1.13 0.83 0.67  0.022
C: -1.82 -2.62 -0.92  -0.470
N: 2.26 2.52 1.96  -0.540
N: 0.12 0.44 0.01  -0.358
N: -0.30 -0.98 -1.85  -0.156
O: -1.44 -1.45 -1.88  -0.132
H: 0.73 2.89 0.39  0.174
H: 1.73 0.00 0.97  0.402
H: -2.10 -3.51 -1.60  0.205
H: -2.85 -2.27 -0.53  0.209
H: -0.91 -2.73 -0.28  0.305
H: 2.56 3.47 2.09  0.260
H: -0.49 1.22 -0.14  0.180

***

Which one sits at the top of the stability order? <P> does.

***

<P>
Entry from the OMol25 dataset: the molecule C3H7N3O (ωB97M-V/def2-TZVPD).

**SMILES**: C=NN/C(C)=N\O
**Total charge**: 0
**Orbital gap**: 0.3287 Ha
**HOMO level**: -8.5 eV

Last column: Mulliken charge in e.
Positions of all 14 atoms, in Å:
C: -1.00 2.08 0.45  -0.626
C: -0.20 0.94 0.24  0.348
C: -0.65 -2.62 -0.33  -0.386
H: -0.45 3.03 -0.01  0.305
H: -2.21 1.70 0.11  0.176
H: -1.02 2.24 1.69  0.182
H: -1.96 -0.20 -0.06  0.294
H: 0.13 -3.30 -0.67  0.261
H: -1.68 -2.87 -0.10  0.275
H: 1.48 -0.67 -0.36  0.483
N: -0.88 -0.30 0.28  -0.151
N: -0.16 -1.46 -0.01  -0.410
N: 1.05 1.22 -0.16  -0.353
O: 2.09 0.19 -0.44  -0.398

***

<Q>
Entry from the OMol25 dataset: the molecule C3H7N3O (ωB97M-V/def2-TZVPD).

**SMILES**: [H]/N=C/NC(=O)NC
**Total charge**: 0
**Orbital gap**: 0.3963 Ha
**HOMO level**: -9.9 eV

Last column: Mulliken charge in e.
Positions of all 14 atoms, in Å:
C: -0.40 0.25 -2.28  -0.786
N: -0.90 0.40 -0.92  -0.271
C: 0.01 0.74 0.04  0.582
O: 1.10 1.22 -0.22  -0.585
N: -0.36 0.41 1.36  -0.359
C: 0.69 -0.28 2.00  0.034
N: 0.55 -1.50 2.28  -0.659
H: 0.45 -0.45 -2.31  0.266
H: -0.06 1.22 -2.65  0.243
H: -1.20 -0.12 -2.92  0.343
H: -1.67 -0.20 -0.65  0.264
H: -1.21 -0.14 1.44  0.289
H: 1.59 0.32 2.14  0.378
H: 1.40 -1.87 2.69  0.261

***

<R>
Entry from the OMol25 dataset: the molecule C3H7N3O (ωB97M-V/def2-TZVPD).

**SMILES**: [H]/N=C/NC(=O)NC
**Total charge**: 0
**Orbital gap**: 0.3865 Ha
**HOMO level**: -9.7 eV

Last column: Mulliken charge in e.
Positions of all 14 atoms, in Å:
C: 2.41 0.42 0.16  -0.801
N: 1.14 0.03 0.71  -0.331
C: 0.20 -0.44 -0.27  0.477
O: 0.41 -1.00 -1.32  -0.581
N: -1.00 -0.02 0.24  -0.180
C: -2.23 -0.16 -0.40  0.093
N: -3.32 0.30 0.09  -0.629
H: 2.19 1.13 -0.64  0.297
H: 2.94 -0.45 -0.23  0.288
H: 3.00 0.92 0.94  0.282
H: 1.21 -0.55 1.53  0.233
H: -0.72 0.45 1.09  0.282
H: -2.15 -0.69 -1.36  0.304
H: -4.08 0.07 -0.54  0.266

***

<S>
Entry from the OMol25 dataset: a structure of composition C3H7N3O (ωB97M-V/def2-TZVPD).

**Total charge**: 0
**Orbital gap**: 0.2688 Ha
**HOMO level**: -6.6 eV

Last column: Mulliken charge in e.
Positions of all 14 atoms, in Å:
C: -0.51 0.11 0.37  0.618
C: 0.77 0.34 -0.08  0.120
N: 1.22 1.59 -0.43  -0.495
N: 1.59 -0.74 -0.28  -0.480
C: -1.62 -1.37 -0.20  -0.283
O: -1.34 1.25 0.49  -0.588
N: -0.88 -1.15 0.88  -0.723
H: -1.96 1.06 1.21  0.329
H: 1.27 -1.56 0.22  0.263
H: 2.21 1.77 -0.42  0.209
H: 0.64 2.35 -0.11  0.228
H: 2.59 -0.59 -0.25  0.221
H: -2.62 -1.82 -0.13  0.316
H: -1.38 -1.23 -1.26  0.267

***

Which one sits at the top of the stability order? <Q> does.

***

<P>
Entry from the OMol25 dataset: the molecule C3H7N3O (ωB97M-V/def2-TZVPD).

**SMILES**: C/N=C(/N)C(N)=O
**Total charge**: 0
**Orbital gap**: 0.3204 Ha
**HOMO level**: -8.2 eV

Last column: Mulliken charge in e.
Positions of all 14 atoms, in Å:
C: 1.33 0.97 -0.56  -0.660
N: 0.71 -0.18 -1.16  -0.670
C: 0.15 -0.67 -0.09  0.451
N: 0.39 -1.90 0.38  -0.376
C: -1.11 -0.04 0.56  0.451
O: -1.65 -0.59 1.51  -0.654
N: -1.63 1.01 -0.11  -0.340
H: 2.34 0.75 -0.20  0.302
H: 0.87 0.85 0.55  0.293
H: 1.37 1.87 -1.21  0.209
H: -0.16 -2.25 1.15  0.233
H: 1.21 -2.37 0.06  0.271
H: -1.28 1.23 -1.04  0.242
H: -2.55 1.32 0.16  0.250

***

<Q>
Entry from the OMol25 dataset: the molecule C3H7N3O (ωB97M-V/def2-TZVPD).

**Total charge**: 0
**Orbital gap**: 0.2659 Ha
**HOMO level**: -7.0 eV

Last column: Mulliken charge in e.
Positions of all 14 atoms, in Å:
C: 2.85 -0.14 0.27  -0.784
N: 1.42 0.36 0.57  -0.255
C: 0.26 0.09 -0.36  0.493
O: 0.44 -0.08 -1.53  -0.491
N: -0.95 0.05 0.28  -0.246
C: -2.15 -0.18 -0.41  0.013
N: -3.24 -0.10 0.23  -0.616
H: 3.05 0.30 -0.71  0.183
H: 2.69 -1.22 0.08  0.142
H: 1.51 1.37 0.67  0.321
H: 1.18 0.01 1.51  0.344
H: -1.05 0.26 1.26  0.270
H: -1.99 -0.41 -1.46  0.350
H: -4.03 -0.30 -0.39  0.277

***

<R>
Entry from the OMol25 dataset: a structure of composition C3H7N3O (ωB97M-V/def2-TZVPD).

**Total charge**: 0
**Orbital gap**: 0.3460 Ha
**HOMO level**: -8.6 eV

Last column: Mulliken charge in e.
Positions of all 14 atoms, in Å:
C: -0.54 -0.03 0.11  0.451
C: 1.08 0.41 -0.61  0.456
N: -2.02 0.16 1.65  -0.698
N: -1.18 -1.04 -0.50  -0.384
C: 2.12 -0.42 -0.53  -0.938
O: 1.01 1.54 -1.35  -0.477
N: -0.33 0.70 1.07  -0.319
H: 1.89 1.80 -1.67  0.331
H: -2.06 -1.25 -0.05  0.302
H: -0.69 -1.52 -1.24  0.264
H: -2.54 1.01 1.45  0.228
H: -1.85 0.17 2.66  0.246
H: 2.08 -1.30 0.09  0.284
H: 3.04 -0.23 -1.08  0.253

***

<S>
Entry from the OMol25 dataset: a structure of composition C3H7N3O (ωB97M-V/def2-TZVPD).

**Total charge**: 0
**Orbital gap (spin up / spin down)**: 0.3086 / 0.3088 Ha
**HOMO level (spin up / spin down)**: -7.8 / -7.8 eV

Last column: Mulliken charge in e.
Positions of all 14 atoms, in Å:
C: 1.61 0.71 0.32  -0.823
N: 0.49 -0.20 0.53  -0.041
C: 0.23 -1.20 -0.45  -0.406
O: -0.23 -0.38 -1.54  -0.374
N: -1.18 -1.58 -0.20  -0.538
C: -1.41 -0.21 -0.71  0.490
N: -1.12 0.72 0.34  -0.652
H: 1.53 1.11 -0.69  0.328
H: 2.56 0.18 0.43  0.340
H: 1.56 1.53 1.05  0.335
H: 0.45 -0.55 1.49  0.326
H: -1.42 -1.69 0.79  0.254
H: -2.32 0.00 -1.26  0.479
H: -0.76 1.57 -0.10  0.281

***

Which one sits at the top of the stability order? <P> does.

***

<P>
Entry from the OMol25 dataset: the molecule C3H7N3O (ωB97M-V/def2-TZVPD).

**Total charge**: 0
**Orbital gap**: 0.2674 Ha
**HOMO level**: -7.0 eV

Last column: Mulliken charge in e.
Positions of all 14 atoms, in Å:
C: -0.21 2.16 1.86  -0.787
N: -0.25 0.64 1.43  -0.247
C: -0.40 0.24 0.00  0.509
O: -1.07 0.90 -0.74  -0.503
N: 0.28 -0.89 -0.36  -0.242
C: 0.26 -1.37 -1.68  0.015
N: 0.87 -2.43 -1.97  -0.612
H: -0.98 2.59 1.20  0.189
H: 0.76 2.49 1.44  0.133
H: -1.06 0.28 1.94  0.319
H: 0.57 0.21 1.86  0.340
H: 0.79 -1.47 0.31  0.259
H: -0.32 -0.72 -2.34  0.348
H: 0.77 -2.64 -2.96  0.279

***

<Q>
Entry from the OMol25 dataset: the molecule C3H7N3O (ωB97M-V/def2-TZVPD).

**SMILES**: [H]/N=C(/N)N(C)C=O
**Total charge**: 0
**Orbital gap**: 0.3399 Ha
**HOMO level**: -8.5 eV

Last column: Mulliken charge in e.
Positions of all 14 atoms, in Å:
C: 0.73 1.38 -0.59  -0.978
N: -0.76 -1.63 0.71  -0.837
C: -0.65 -0.68 -0.16  0.488
N: -1.69 -0.24 -0.93  -0.347
C: 1.10 -0.44 1.26  -0.073
N: 0.37 0.18 0.13  0.104
O: 2.31 -0.48 1.27  -0.506
H: -0.23 -2.49 0.70  0.258
H: -2.51 -0.82 -0.93  0.272
H: -1.70 0.68 -1.33  0.194
H: 0.53 -0.50 2.20  0.430
H: 0.58 1.24 -1.67  0.348
H: 1.78 1.57 -0.39  0.358
H: 0.12 2.22 -0.27  0.289

***

<R>
Entry from the OMol25 dataset: the molecule C3H7N3O (ωB97M-V/def2-TZVPD).

**SMILES**: NNC1=NCCO1
**Total charge**: 0
**Orbital gap**: 0.3416 Ha
**HOMO level**: -8.5 eV

Last column: Mulliken charge in e.
Positions of all 14 atoms, in Å:
C: 0.17 -0.16 0.04  0.510
C: -1.30 0.99 -1.08  -0.267
C: -1.00 1.73 0.31  -0.372
H: 1.82 -2.53 -0.79  0.287
H: 0.43 -2.90 0.44  0.267
H: 1.58 -0.80 1.55  0.319
H: -2.31 0.24 -1.42  0.249
H: -1.03 1.83 -1.94  0.179
H: -0.73 2.83 -0.09  0.210
H: -1.80 2.08 0.89  0.333
N: 1.37 -2.33 0.33  -0.628
N: 1.14 -0.84 0.59  -0.124
N: -0.38 -0.07 -1.10  -0.572
O: -0.02 0.83 0.87  -0.391

***

Which one sits at the top of the stability order? <Q> does.